Entry 1:
Computed, not measured: 3 unconnected molecules or ions with the total composition C13H27BrIO3P at a distorted geometry, with ωB97M-V/def2-TZVPD.

- Kohn-Sham gap: 9.1 eV
- F_max: 2.95 eV Å⁻¹
- SMILES: C[C@@H](Br)C[PH3]CC(=O)I.C1CCOC1.C1CCOC1
- E_HOMO: -0.31708 hartree

Structure (XYZ):
```
46
Properties=species:S:1:pos:R:3:forces:R:3:lowdin_charge:R:1
C -3.71134 2.08272 1.24395 -0.30 -0.97 0.23 -0.1665
C -3.50475 2.26129 2.78000 -0.82 1.32 -0.44 -0.7756
Br -2.83945 0.59023 3.61533 -0.02 0.47 -0.32 0.6170
C -2.64332 3.49589 3.20242 0.10 -0.70 1.27 -0.4615
P -1.08279 3.79680 2.16047 -1.00 0.59 -0.18 0.7419
C 0.41650 4.09217 0.97803 1.22 -0.52 -0.43 -0.3927
C 1.43625 2.93005 1.12200 -1.25 2.66 0.22 -0.9180
O 1.69533 2.20315 0.25316 0.71 -1.49 -0.90 0.0128
I 2.33810 2.70986 3.09506 -0.05 0.03 0.06 0.7286
H -4.02433 1.02391 1.08534 0.20 0.77 -0.03 0.0521
H -4.56515 2.69778 0.87431 0.80 -0.11 0.33 0.0876
H -2.80537 2.23480 0.62674 -0.51 -0.02 0.37 0.0445
H -4.51701 2.41995 3.21382 0.76 -0.49 -0.11 0.0799
H -3.27053 4.41872 3.29258 0.37 -0.63 -0.40 0.0830
H -2.28884 3.29420 4.24723 -0.28 0.19 -0.69 0.0563
H -0.86271 2.38800 2.06780 0.01 0.19 0.05 0.0205
H -1.89498 4.51517 1.20858 0.40 -0.18 0.15 0.0295
H -0.49254 4.61179 3.17745 -0.15 -0.33 -0.22 0.0162
H 0.90806 5.08259 1.11313 -0.25 -0.69 0.25 0.0813
H 0.08297 4.03733 -0.08691 0.11 -0.07 0.76 0.0837
C -1.76321 -1.65484 -1.60954 -0.12 -0.02 -0.26 -0.1680
C -0.28456 -1.52387 -1.28977 0.11 -0.12 0.21 -0.1686
C -0.09725 -0.01718 -1.27327 0.07 0.13 -0.16 -0.1978
O -1.34372 0.54861 -0.84083 -0.01 -0.18 -0.03 -0.1581
C -2.35061 -0.47189 -0.85777 -0.03 0.05 0.25 -0.2157
H -2.19626 -2.60831 -1.30738 0.00 0.04 0.02 0.1149
H -1.92301 -1.53265 -2.68470 -0.03 -0.02 0.04 0.1152
H -0.08197 -1.93624 -0.29735 0.03 -0.01 -0.05 0.1180
H 0.36548 -2.02630 -2.00664 -0.01 0.02 0.02 0.1066
H 0.11730 0.36773 -2.27631 0.07 -0.03 0.00 0.1221
H 0.69982 0.29910 -0.60339 -0.09 0.06 -0.02 0.0924
H -2.57948 -0.73634 0.18064 -0.06 -0.07 -0.03 0.1067
H -3.25757 -0.08385 -1.32587 0.05 0.09 0.02 0.1178
C 4.44595 -3.42374 -1.31797 0.30 -0.13 0.11 -0.1765
C 3.79365 -3.29318 -2.67913 -0.14 0.27 -0.17 -0.1789
C 2.84771 -4.48032 -2.68948 -0.06 -0.31 0.04 -0.2088
O 2.45266 -4.71019 -1.32869 0.29 0.25 -0.15 -0.1447
C 3.29666 -3.93228 -0.46698 -0.30 0.06 0.13 -0.2045
H 4.87220 -2.49279 -0.94432 -0.04 -0.03 0.01 0.1140
H 5.24194 -4.17277 -1.35722 -0.01 0.04 0.03 0.1149
H 3.22379 -2.36077 -2.72973 0.03 -0.02 -0.03 0.1092
H 4.50081 -3.30534 -3.50853 -0.03 -0.02 0.01 0.1127
H 3.34873 -5.38479 -3.05073 0.00 0.04 -0.10 0.1163
H 1.96254 -4.30367 -3.30346 -0.05 -0.07 0.09 0.1128
H 2.69908 -3.10384 -0.07082 0.08 0.03 0.06 0.1110
H 3.63521 -4.54672 0.36873 -0.11 -0.06 -0.04 0.1165
```
Forces are in eV/Å.

---

Entry 2:
Computed, not measured: a single C5H11NO molecule, with ωB97M-V/def2-TZVPD.

- Kohn-Sham gap: 10.5 eV
- F_max: 0.30 eV Å⁻¹
- SMILES: CCCNC(C)=O
- Energy relative to the best compared isomer or geometry (same formula, charge and spin): 0.099 eV
- E_HOMO: -0.35130 hartree

Structure (XYZ):
```
18
Properties=species:S:1:pos:R:3:forces:R:3:lowdin_charge:R:1
C -2.31418 -0.28910 -0.56716 -0.02 -0.05 -0.01 -0.1187
C -1.46550 0.81144 0.06435 0.00 0.07 0.01 -0.2453
C -0.60193 0.32225 1.23250 -0.10 0.07 0.11 -0.2009
N 0.55896 -0.43182 0.78082 0.10 0.04 -0.09 0.0490
C 1.66332 0.26126 0.37292 0.05 0.15 -0.02 -0.5453
C 2.75131 -0.48258 -0.37556 0.04 -0.03 -0.01 -0.0038
O 1.76985 1.46248 0.57075 -0.04 -0.28 -0.09 0.0359
H -2.87948 0.08647 -1.42664 0.09 -0.06 0.12 0.0689
H -1.69503 -1.12295 -0.91999 -0.07 0.12 0.04 0.0658
H -3.03589 -0.68868 0.15600 0.11 0.04 -0.10 0.0708
H -0.79557 1.25642 -0.68141 -0.11 -0.03 0.11 0.1084
H -2.11651 1.62126 0.41616 0.08 -0.13 0.00 0.1085
H -0.21364 1.17799 1.78858 -0.11 -0.11 -0.03 0.1134
H -1.19013 -0.29649 1.92017 0.10 0.04 -0.11 0.1199
H 0.48496 -1.42502 0.62699 0.09 0.20 -0.12 0.1321
H 2.95218 0.10334 -1.27677 -0.01 -0.13 0.10 0.0858
H 2.50483 -1.50816 -0.66423 -0.05 0.13 0.14 0.0712
H 3.67067 -0.47908 0.21670 -0.16 -0.02 -0.02 0.0844
```
Forces are in eV/Å.

---

Entry 3:
Computed, not measured: a single C4H5NO molecule at a distorted geometry, with ωB97M-V/def2-TZVPD.

- Kohn-Sham gap: 10.6 eV
- F_max: 3.62 eV Å⁻¹
- SMILES: Cc1ccno1
- Energy relative to the best compared isomer or geometry (same formula, charge and spin): 2.669 eV
- E_HOMO: -0.35671 hartree

Structure (XYZ):
```
11
Properties=species:S:1:pos:R:3:forces:R:3:lowdin_charge:R:1
C 0.50048 1.47761 0.95461 -0.20 -0.38 -0.20 -0.0375
C 0.25655 0.23158 0.11962 -3.32 -1.07 0.01 -0.1415
C 0.63819 -0.77101 -0.69956 -1.88 -0.99 -0.33 -0.0126
C -0.64134 -1.59659 -1.01760 1.20 0.87 0.36 -0.1305
N -1.67374 -1.11613 -0.41602 0.48 -0.24 -0.28 -0.0305
O -1.33965 -0.04642 0.30034 3.49 0.96 -0.19 -0.1067
H 0.30971 1.22023 2.00300 0.05 0.02 -0.20 0.0833
H 1.45529 2.02360 0.91884 -0.15 -0.73 -0.44 0.0833
H -0.28648 2.17740 0.65377 0.17 -0.04 0.11 0.0820
H 1.57945 -1.11225 -1.15412 -0.40 0.76 0.59 0.1006
H -0.79846 -2.48802 -1.66288 0.57 0.86 0.57 0.1100
```
Forces are in eV/Å.